9
Properties=species:S:1:pos:R:3 method="wB97M-V/def2-TZVPD" homo_energy_ev=-4.88 e_above_lowest_ev=0.907 lumo_energy_ev=3.8421 charge=-1 gap_ev=8.7
C -0.376 -0.711 -0.636
C -0.619 -0.157 0.772
N 0.394 0.070 -1.377
O -0.931 -1.783 -0.929
O 2.467 1.322 -0.626
O 0.036 1.023 0.932
S 0.982 1.393 -0.662
H -1.704 -0.282 0.835
H -0.249 -0.876 1.692



14
Properties=species:S:1:pos:R:3 method="wB97M-V/def2-TZVPD" homo_energy_ev=-15.79 e_above_lowest_ev=1.702 lumo_energy_ev=-5.7328 charge=+1 gap_ev=10.1
C -1.919 2.359 -0.400
H -2.583 3.117 0.007
H -1.905 2.615 -1.457
H -2.311 1.349 -0.287
H -0.912 2.302 0.007
C 0.529 -1.406 -0.702
C 1.483 -1.251 1.511
N 1.578 -0.990 0.267
H 0.931 -2.170 -1.367
H 0.197 -0.515 -1.229
H -0.318 -1.906 -0.235
H 0.459 -1.355 1.856
H 2.306 -1.402 2.202
H 2.465 -0.746 -0.174



13
Properties=species:S:1:pos:R:3 method="wB97M-V/def2-TZVPD" homo_energy_ev=-9.26 e_above_lowest_ev=1.478 lumo_energy_ev=0.6264 smiles="SC/C=C/C(Cl)Cl" gap_ev=9.9
C 1.793 -0.247 0.532
C 0.298 -0.061 0.646
C -0.658 -0.084 -0.375
C -2.127 0.100 -0.087
H 2.136 1.286 -1.515
H 2.195 0.441 1.385
H 2.262 -1.310 0.494
H -0.121 -0.002 1.706
H -0.448 -0.306 -1.407
H -2.157 -0.038 1.052
S 2.318 -0.006 -1.175
Cl -2.518 1.679 -0.554
Cl -2.973 -1.451 -0.701



42
Properties=species:S:1:pos:R:3 method="wB97M-V/def2-TZVPD" homo_energy_ev="-15.56 / -15.56" lumo_energy_ev="-8.0680 / -9.4918" charge=+2 spin_multiplicity=4 gap_ev="7.5 / 6.1" s2=3.973
V 0.909 0.871 0.649
O -1.624 -0.111 -2.035
C -0.874 0.290 -2.947
O 1.771 -0.817 -1.485
C 1.343 -1.100 -2.594
O 1.945 -2.078 -3.314
N 0.338 -0.468 -3.337
C 1.354 -2.123 -4.651
C 0.391 -0.961 -4.715
H 0.829 -3.072 -4.801
H 2.141 -2.011 -5.419
H -0.622 -1.272 -5.020
H 0.775 -0.135 -5.333
C -1.053 1.494 -3.888
C -1.537 2.659 -3.508
H -0.875 1.359 -5.000
H -1.524 2.936 -2.441
H -2.003 3.369 -4.183
C -2.103 2.573 0.526
P -0.338 2.659 0.988
C -0.335 3.382 2.661
C 2.599 1.295 1.801
C 1.932 0.518 2.950
P 0.460 -0.511 2.307
C 1.013 -2.239 2.499
C -0.960 -0.339 3.485
H -2.446 3.606 0.341
H -2.689 2.106 1.335
H -2.215 1.973 -0.396
H 0.307 2.821 3.358
H 0.109 4.385 2.545
H -1.350 3.459 3.077
H 3.314 0.758 1.133
H 2.663 2.399 1.717
H 2.555 -0.306 3.358
H 1.655 1.138 3.825
H 0.926 -2.609 3.531
H 0.438 -2.892 1.822
H 2.063 -2.285 2.178
H -1.465 0.600 3.267
H -0.586 -0.340 4.507
H -1.666 -1.154 3.321



10
Properties=species:S:1:pos:R:3 method="wB97M-V/def2-TZVPD" homo_energy_ev="-10.50 / -9.66" e_above_lowest_ev=1.614 lumo_energy_ev="-0.7534 / -2.4753" spin_multiplicity=3 gap_ev="9.7 / 7.2" s2=2.004
C 0.329 -1.507 -0.141
C -0.992 0.343 0.464
N 0.504 -2.634 -0.128
N 0.133 -0.220 -0.213
N 0.827 0.439 -1.207
O 0.488 1.632 -1.380
S 2.700 0.419 0.930
H -1.822 0.308 -0.169
H -1.211 -0.262 1.354
H -0.955 1.481 0.492



18
Properties=species:S:1:pos:R:3 method="wB97M-V/def2-TZVPD" homo_energy_ev=-9.30 e_above_lowest_ev=10.039 lumo_energy_ev=0.6582 gap_ev=10.0
C -0.654 1.770 0.114
C -1.052 0.551 0.413
C -2.265 -0.055 -0.262
C -1.206 -1.373 -0.193
C 0.947 -0.884 0.367
H 0.065 2.020 1.400
H 0.076 1.983 -1.046
H -1.730 2.393 0.368
H -1.051 -0.029 1.444
H -2.143 0.271 -1.286
H -3.308 -0.109 0.203
H -1.286 -2.224 -0.922
H -1.408 -1.674 1.003
H 0.802 -1.736 0.916
H 1.551 0.881 -0.892
N -0.060 -0.382 -0.399
N 2.082 -0.517 0.268
O 2.458 0.559 -0.363



12
Properties=species:S:1:pos:R:3 method="wB97M-V/def2-TZVPD" homo_energy_ev=-10.09 e_above_lowest_ev=1.898 lumo_energy_ev=0.3024 smiles=O.O.O.O gap_ev=10.4
O -3.078 1.017 -0.318
H -2.159 0.668 -0.246
H -3.295 1.487 -1.011
O 0.708 -2.798 0.223
H 1.486 -3.296 -0.185
H 1.061 -2.720 1.101
O -0.623 0.002 0.005
H 0.301 0.280 -0.116
H -0.223 -0.940 -0.169
O 1.600 1.912 0.107
H 1.784 2.478 0.811
H 2.441 1.905 -0.204



69
Properties=species:S:1:pos:R:3 method="wB97M-V/def2-TZVPD" homo_energy_ev=-3.72 e_above_lowest_ev=1.223 lumo_energy_ev=2.6993 charge=-1 gap_ev=6.4
Sc -0.734 0.035 0.163
Br -2.366 1.144 2.238
C -2.481 -0.412 3.318
C -2.935 -0.283 4.600
C -3.092 -1.443 5.390
C -2.812 -2.669 4.865
C -2.345 -2.807 3.532
C -2.077 -4.089 2.987
C -1.632 -4.204 1.703
C -1.408 -3.041 0.924
C -1.626 -1.755 1.382
C -2.142 -1.666 2.721
H -3.177 0.687 5.004
H -3.445 -1.346 6.408
H -2.945 -3.564 5.460
H -2.236 -4.962 3.608
H -1.437 -5.183 1.281
H -1.030 -3.201 -0.087
C -1.755 2.081 -3.333
C -2.414 1.055 -2.401
C -3.777 1.610 -1.946
C -2.649 -0.247 -3.188
N -1.593 0.791 -1.262
H -2.351 2.270 -4.229
H -0.771 1.732 -3.639
H -1.625 3.025 -2.801
H -4.447 1.806 -2.788
H -3.627 2.539 -1.397
H -4.262 0.902 -1.273
H -3.354 -0.114 -4.018
H -3.048 -1.008 -2.517
H -1.705 -0.607 -3.596
C 4.577 -2.057 0.733
C 4.755 -0.684 0.622
C 3.693 0.190 0.764
C 2.395 -0.287 1.026
C 2.236 -1.680 1.165
C 3.305 -2.543 1.008
N 1.283 0.521 1.054
C 1.400 1.782 1.611
C 2.128 2.047 2.778
C 2.135 3.312 3.334
C 1.420 4.354 2.760
C 0.695 4.107 1.601
C 0.693 2.849 1.027
H 5.412 -2.732 0.613
H 5.738 -0.284 0.405
H 3.849 1.255 0.654
H 1.252 -2.066 1.416
H 3.138 -3.607 1.117
H 2.676 1.243 3.253
H 2.701 3.486 4.242
H 1.427 5.339 3.206
H 0.133 4.901 1.127
H 0.142 2.676 0.100
N 1.222 -1.147 -1.811
C 1.334 -0.426 -3.002
C 0.995 -0.982 -4.231
C 1.087 -0.223 -5.386
C 1.530 1.088 -5.339
C 1.869 1.640 -4.110
C 1.764 0.901 -2.949
H 1.152 -2.151 -1.900
H 1.918 -0.908 -1.117
H 0.650 -2.007 -4.272
H 0.808 -0.668 -6.332
H 1.597 1.678 -6.242
H 2.198 2.669 -4.049
H 1.989 1.342 -1.988